No. 1
A molecular structure, C36H41F4N8O2Zr, computed with ωB97M-V/def2-TZVPD.

Each line ends with the Löwdin charge.
Cartesian coordinates (Å):
1 Zr 0.157181 0.387223 0.626784  1.88
2 O 3.300822 3.197411 -0.259647  0.11
3 C 2.318971 2.486848 -0.292583  -0.47
4 N 1.986957 1.502319 0.596140  -0.11
5 C 2.262929 1.797921 1.974793  -0.25
6 C 3.545303 1.928440 2.496272  -0.02
7 C 3.696301 2.327816 3.814482  -0.06
8 C 2.579609 2.595660 4.598127  -0.06
9 C 1.295278 2.477735 4.092482  0.00
10 C 1.133206 2.082089 2.765354  -0.21
11 N -0.111250 1.914559 2.100174  -0.06
12 C -1.313618 2.167022 2.669441  -0.46
13 O -1.576225 2.629550 3.762731  0.09
14 C -2.459962 1.720247 1.777018  -0.17
15 C -3.770948 1.994434 2.132232  0.04
16 C -4.787923 1.501766 1.333782  -0.01
17 C -4.462429 0.737837 0.220634  -0.02
18 C -3.129464 0.499569 -0.052037  -0.14
19 N -2.141194 0.995559 0.700175  0.00
20 C 1.228105 2.769027 -1.301176  -0.21
21 C 1.448808 3.634048 -2.362556  0.02
22 C 0.372775 3.989517 -3.154132  -0.03
23 C -0.881781 3.482418 -2.841370  -0.03
24 C -1.008384 2.622643 -1.764359  -0.11
25 N 0.031319 2.261073 -1.004908  0.03
26 H 4.399522 1.754936 1.858547  0.11
27 H 4.686604 2.449139 4.232020  0.11
28 H 2.713413 2.912208 5.623477  0.11
29 H 0.432738 2.693114 4.700398  0.11
30 H -3.949053 2.568560 3.029665  0.13
31 H -5.822573 1.694887 1.582873  0.12
32 H -5.224846 0.313206 -0.415252  0.12
33 H -2.841917 -0.124390 -0.887887  0.08
34 H 2.445630 4.022827 -2.514851  0.13
35 H 0.498049 4.666543 -3.988543  0.12
36 H -1.758154 3.755449 -3.411235  0.11
37 H -1.971748 2.215501 -1.493488  0.09
38 C 4.148194 -0.857016 0.211410  -0.06
39 C 3.014209 -1.740349 -0.264765  -0.24
40 N 1.780070 -1.728365 0.566222  -0.22
41 C 2.116968 -1.995158 1.996158  -0.23
42 C 2.953919 -3.231728 2.291760  -0.06
43 C 0.923415 -2.806793 0.031549  -0.19
44 C -0.505760 -2.774030 0.588259  -0.20
45 N -0.788970 -1.474895 1.175778  -0.20
46 C -1.722209 -1.497123 2.214015  -0.20
47 C -1.391018 -0.973821 3.468974  -0.16
48 F -0.135475 -0.539154 3.694896  0.08
49 C -2.313915 -0.896568 4.498468  -0.21
50 F -1.924344 -0.394818 5.667421  0.12
51 C -3.613102 -1.340468 4.328225  0.09
52 C -3.953204 -1.869575 3.097177  -0.21
53 F -5.200110 -2.291322 2.870077  0.11
54 C -3.033741 -1.949996 2.066614  -0.16
55 F -3.428591 -2.430346 0.873281  0.09
56 H 4.849652 -0.708909 -0.610445  0.09
57 H 4.704328 -1.300817 1.035828  0.08
58 H 3.791169 0.117566 0.518741  0.03
59 H 3.365288 -2.777785 -0.339120  0.12
60 H 2.712797 -1.457949 -1.270683  0.08
61 H 1.171391 -2.059414 2.530197  0.09
62 H 2.624183 -1.102987 2.375398  0.11
63 H 2.476610 -4.158684 1.972888  0.07
64 H 3.081578 -3.303528 3.371846  0.09
65 H 3.948468 -3.193537 1.851143  0.07
66 H 1.379905 -3.779168 0.238750  0.12
67 H 0.917077 -2.699711 -1.053428  0.10
68 H -0.638327 -3.563288 1.335948  0.13
69 H -1.201934 -3.019959 -0.227011  0.10
70 H -4.333578 -1.279853 5.129762  0.14
71 C -0.231353 -0.397063 -6.069416  -0.06
72 C 0.373143 -1.367876 -5.068906  -0.19
73 N -0.213383 -1.262567 -3.727701  -0.06
74 C -1.534206 -1.867124 -3.544359  -0.18
75 C -2.674195 -0.855943 -3.585550  -0.05
76 C 0.355695 -0.558085 -2.736245  -0.39
77 C 1.653306 0.139697 -3.020050  0.01
78 N -0.183316 -0.437377 -1.552579  0.04
79 H 0.316004 -0.438510 -7.010007  0.09
80 H -0.187086 0.626960 -5.696909  0.08
81 H -1.271162 -0.636990 -6.284206  0.07
82 H 1.447179 -1.222851 -4.996499  0.11
83 H 0.229013 -2.399007 -5.396018  0.13
84 H -1.540973 -2.436910 -2.608828  0.11
85 H -1.654707 -2.609901 -4.332084  0.13
86 H -2.469238 -0.002831 -2.937342  0.05
87 H -3.607602 -1.317065 -3.264574  0.09
88 H -2.820466 -0.469530 -4.591785  0.07
89 H 2.418551 -0.569762 -3.331132  0.09
90 H 2.010313 0.640076 -2.127389  0.06
91 H 1.529660 0.874874 -3.815694  0.10
92 H -1.042170 -0.977402 -1.481657  0.03

Cartesian forces, eV/Å:
0.03 -0.23 -1.12
0.01 -0.07 -0.11
0.10 0.17 0.25
-0.22 0.16 0.09
0.30 0.05 -0.25
-0.18 -0.04 0.16
0.03 -0.02 -0.03
0.00 0.00 0.02
0.20 -0.13 -0.01
-0.24 0.00 0.07
0.01 -0.51 0.15
-0.24 -0.04 0.08
0.08 0.12 -0.09
0.06 0.10 0.13
0.08 -0.06 -0.07
0.01 0.03 0.04
0.11 -0.01 -0.02
-0.11 0.01 0.05
0.07 -0.05 -0.05
0.11 0.21 0.16
-0.06 -0.01 0.06
0.03 0.01 0.00
-0.05 -0.09 0.10
0.12 0.04 -0.11
-0.09 -0.08 -0.09
0.02 0.02 0.01
0.01 0.00 -0.01
0.00 0.01 0.02
-0.01 0.01 0.00
0.00 0.01 0.01
-0.01 0.00 -0.01
-0.02 -0.01 -0.02
-0.02 0.03 0.06
0.01 -0.01 0.01
0.01 0.01 0.00
-0.01 0.01 -0.02
-0.02 0.00 -0.02
0.11 -0.01 0.00
-0.06 -0.11 0.01
0.07 0.07 0.07
-0.08 0.19 0.05
0.02 -0.08 0.03
0.02 -0.01 0.00
0.16 -0.09 0.00
-0.08 0.32 0.22
0.03 0.24 0.10
-0.24 -0.13 0.06
-0.06 0.02 -0.04
-0.05 -0.03 -0.09
-0.01 0.02 0.06
0.15 0.02 -0.10
0.10 0.02 -0.02
-0.06 -0.01 0.01
-0.01 0.04 0.12
0.01 -0.01 -0.07
0.03 -0.04 0.01
-0.03 0.00 0.03
-0.03 0.06 -0.03
0.01 0.04 -0.02
-0.05 0.08 -0.05
0.06 -0.04 0.00
0.02 -0.05 -0.01
-0.02 0.02 -0.01
0.01 0.03 0.01
0.01 0.01 -0.02
-0.03 0.01 -0.04
-0.03 0.04 0.04
0.05 0.04 0.02
0.02 -0.03 0.06
-0.02 0.00 0.02
-0.01 0.03 -0.03
0.09 -0.09 0.06
-0.02 -0.03 0.00
0.05 -0.11 0.03
-0.02 0.05 -0.02
-0.06 0.24 -0.12
0.04 -0.10 0.04
-0.22 -0.22 0.33
0.01 -0.03 -0.01
0.01 0.03 0.01
-0.04 0.00 0.01
-0.03 0.02 -0.02
0.00 0.03 -0.03
-0.01 0.04 -0.01
-0.02 0.03 -0.01
0.00 0.00 -0.04
-0.02 -0.04 0.01
0.01 0.01 -0.03
0.02 -0.01 -0.04
-0.01 -0.07 0.01
0.00 0.01 0.00
0.08 -0.05 0.03

Results
spin multiplicity: 1
energy above the lowest of the compared OMol25 structures with the same formula, charge and spin: 1.086 eV
LUMO: -2.9 eV
HOMO-LUMO gap: 7.539 eV
net charge: +1
total energy: -2431.45351 Ha

---

No. 2
A molecular structure, C36H41N4O8S4SiTi, computed with ωB97M-V/def2-TZVPD.

Each line ends with the Löwdin charge.
Cartesian coordinates (Å):
1 Ti 0.313519 -0.694338 -0.202419  1.03
2 O -1.317366 0.211880 0.378817  -0.63
3 S -2.505706 0.847704 1.049251  1.14
4 C -3.930379 0.471818 -0.144638  -0.23
5 C -3.495205 -0.350922 -1.357125  -0.21
6 C -3.726107 0.316356 -2.714103  -0.20
7 C -2.878401 1.556118 -2.958095  -0.29
8 S -1.071265 1.353348 -3.297581  1.04
9 O -0.404785 0.669660 -2.148226  -0.56
10 C -1.219825 0.111230 -4.594456  -0.38
11 C -0.578013 -1.097382 -4.404546  -0.05
12 C -0.666102 -2.076369 -5.383736  -0.04
13 C -1.377102 -1.823380 -6.547681  -0.07
14 C -1.986063 -0.589731 -6.746326  -0.07
15 C -1.904590 0.389759 -5.769609  -0.09
16 C -2.427717 2.601937 0.676850  -0.39
17 C -3.369209 3.431026 1.265969  -0.08
18 C -3.371018 4.776695 0.943507  -0.06
19 C -2.433011 5.281479 0.051925  -0.06
20 C -1.480375 4.445023 -0.508664  -0.06
21 C -1.475253 3.094137 -0.193539  -0.11
22 H -4.368806 1.428694 -0.418206  0.09
23 H -4.646938 -0.076696 0.464975  0.09
24 H -4.017426 -1.308471 -1.352035  0.12
25 H -2.440481 -0.579506 -1.270724  0.06
26 H -4.775380 0.612614 -2.809895  0.12
27 H -3.530584 -0.423169 -3.493436  0.11
28 H -2.908382 2.235570 -2.107063  0.07
29 H -3.228677 2.101640 -3.837377  0.09
30 H -0.024236 -1.253640 -3.492448  0.09
31 H -0.177964 -3.030781 -5.230124  0.11
32 H -1.450250 -2.587518 -7.310484  0.11
33 H -2.525523 -0.391531 -7.663020  0.11
34 H -2.369028 1.357923 -5.916319  0.11
35 H -4.078130 3.024192 1.978224  0.12
36 H -4.101999 5.435065 1.393502  0.11
37 H -2.432276 6.336010 -0.191680  0.11
38 H -0.736039 4.836845 -1.189998  0.11
39 H -0.730665 2.425056 -0.603469  0.08
40 O 1.796637 -1.338845 -0.956735  -0.20
41 C 1.994684 -2.399996 -1.700498  -0.13
42 C 0.973108 -3.318373 -2.020947  -0.15
43 C 1.271332 -4.527761 -2.669811  0.05
44 C 0.283843 -5.465096 -2.886749  -0.17
45 C -1.031815 -5.240553 -2.478675  0.00
46 C -1.357089 -4.034699 -1.893801  0.02
47 C -0.394221 -3.048293 -1.661677  -0.32
48 O -0.740963 -1.882189 -1.154385  -0.21
49 N 0.627467 -6.711386 -3.545793  -0.36
50 O 1.741933 -6.818545 -4.030454  0.07
51 O -0.217066 -7.589289 -3.587956  0.07
52 H 3.009037 -2.583759 -2.046224  0.13
53 H 2.285715 -4.745486 -2.972983  0.13
54 H -1.771050 -6.010440 -2.640649  0.12
55 H -2.376315 -3.827576 -1.593501  0.12
56 N 5.508061 3.072208 5.940166  0.10
57 C 4.278420 2.925432 5.333026  -0.32
58 C 3.440819 4.027709 5.133479  -0.03
59 C 2.188999 3.864516 4.573101  -0.06
60 C 1.752613 2.599538 4.211434  -0.29
61 C 2.580934 1.499039 4.380033  -0.06
62 C 3.829054 1.657791 4.944441  -0.02
63 S 0.214630 2.405511 3.344785  0.56
64 O -0.144879 3.727599 2.879043  -0.36
65 O -0.770990 1.742090 4.159018  -0.32
66 N 0.570016 1.381234 2.126190  -0.11
67 C 1.206347 1.823586 1.048334  -0.69
68 S 1.821116 3.465036 0.832195  1.07
69 C 2.472307 2.996179 -0.712109  -0.38
70 C 2.188838 1.713363 -0.981999  -0.24
71 N 1.480589 1.036835 -0.007980  -0.10
72 H 5.914308 3.990635 5.954407  0.09
73 H 6.158845 2.313151 5.847820  0.09
74 H 3.787432 5.015822 5.412099  0.11
75 H 1.539634 4.711748 4.394041  0.11
76 H 2.244854 0.529728 4.048420  0.06
77 H 4.476629 0.798779 5.078468  0.11
78 H 2.996902 3.712183 -1.321774  0.06
79 H 2.469722 1.175220 -1.874398  0.12
80 C 2.940460 -1.247439 2.470333  -0.18
81 Si 1.272323 -2.063634 2.882162  0.47
82 C 1.703281 -3.841312 3.419608  -0.20
83 C 0.317934 -1.410091 4.377657  -0.18
84 C 0.203640 -2.122927 1.343634  -0.27
85 H 3.522138 -0.965592 3.350479  0.02
86 H 2.798644 -0.356633 1.856323  0.01
87 H 3.545127 -1.950302 1.892172  0.03
88 H 2.212348 -3.845021 4.386405  0.03
89 H 2.347431 -4.350197 2.698585  0.02
90 H 0.793777 -4.438003 3.525253  0.02
91 H 0.958584 -1.266606 5.250785  0.03
92 H -0.429598 -2.159085 4.651583  0.03
93 H -0.208301 -0.478948 4.179725  -0.01
94 H -0.853954 -2.142448 1.626906  0.03
95 H 0.422479 -3.072752 0.840994  0.02

Cartesian forces, eV/Å:
-0.83 0.08 1.38
-0.64 0.54 0.21
-0.69 0.33 -0.44
0.21 -0.23 0.29
0.04 0.06 -0.10
0.09 -0.01 0.15
0.31 -0.19 -0.06
-0.51 -0.12 -0.22
0.07 0.06 -0.14
0.11 0.17 0.09
-0.01 0.04 0.09
-0.03 0.02 -0.06
0.04 -0.09 -0.01
-0.02 0.04 0.02
-0.02 0.05 0.04
0.20 -0.09 0.02
-0.04 -0.16 0.13
-0.07 0.03 0.01
0.06 0.03 -0.03
-0.08 0.02 0.03
0.18 -0.14 0.01
0.03 0.07 0.09
0.00 0.05 0.04
-0.01 0.01 0.07
0.05 -0.17 -0.02
0.00 0.00 -0.05
-0.05 0.03 -0.03
0.02 0.15 -0.01
0.04 0.07 0.02
0.02 -0.07 0.05
-0.01 0.00 0.00
0.00 0.01 0.00
0.00 0.00 0.00
-0.02 -0.02 -0.06
-0.03 0.08 0.02
0.02 0.00 0.02
-0.02 -0.01 0.02
0.02 0.00 0.04
0.00 0.01 -0.07
1.14 -0.62 -0.80
0.34 -0.54 -0.40
-0.44 0.19 0.28
0.00 -0.17 -0.08
-0.09 0.63 0.29
0.07 -0.23 -0.17
-0.03 0.25 0.13
0.28 -0.64 -0.47
-0.22 -0.58 -0.64
0.15 -0.51 -0.27
-0.13 0.08 0.11
0.03 0.15 0.03
-0.01 0.08 0.08
0.02 0.01 -0.02
-0.03 0.03 0.00
0.00 0.00 -0.01
0.00 0.01 0.11
-0.19 -0.04 -0.05
0.10 -0.02 0.06
-0.14 0.03 -0.02
-0.13 -0.14 -0.37
-0.07 0.11 0.15
0.05 0.00 0.03
-0.12 -0.10 -0.07
0.09 0.07 -0.23
0.25 -0.11 -0.02
-0.07 0.19 -0.07
0.21 0.62 0.59
0.10 -0.30 -0.28
-0.07 0.09 0.14
0.11 -0.08 -0.14
-0.32 0.74 0.80
0.04 -0.02 -0.03
0.07 0.04 -0.04
-0.02 0.01 0.02
0.07 0.02 0.00
-0.01 -0.01 0.07
0.00 -0.01 0.00
0.05 -0.09 -0.06
-0.04 0.00 -0.01
-0.29 0.01 0.06
0.27 -0.47 0.38
-0.08 0.19 -0.27
0.14 0.12 -0.37
0.37 0.39 0.10
0.00 -0.10 -0.01
0.07 0.05 0.05
-0.06 -0.05 -0.03
0.02 0.04 0.00
0.01 0.01 -0.01
-0.01 0.01 0.02
0.05 0.01 -0.02
0.02 -0.07 -0.05
0.01 0.09 0.05
-0.01 -0.02 -0.02
0.00 0.00 -0.02

Results
spin multiplicity: 2
LUMO (alpha / beta): -0.2 / -0.4 eV
HOMO-LUMO gap (alpha / beta): 6.368 / 7.416 eV
total energy: -4949.06116 Ha